15
Properties=species:S:1:pos:R:3:lowdin_spin:R:1 method="wB97M-V/def2-TZVPD" e_homo_ev="-10.2382 / -13.8756" spin_multiplicity=3 charge=+1 gap_ev="7.0 / 6.1"
C 1.60435 -1.93389 0.72641 0.020
C -0.93620 1.08527 0.30957 0.542
N 0.71956 -1.07762 0.86170 0.025
N 0.35444 1.26308 0.68259 0.279
N -1.40874 0.78801 -0.86042 0.525
N -0.66770 0.22041 -1.88469 0.380
O -0.39045 -1.02051 1.24757 0.110
O 1.27582 0.28879 0.31520 0.053
H 1.30730 -2.95495 0.91145 0.003
H 2.51678 -1.39685 0.32702 0.000
H -1.67204 1.48134 1.09238 0.020
H -2.36284 0.71176 -0.88341 0.012
H -1.02891 0.42948 -2.84972 0.015
H 0.27657 0.49016 -1.72300 0.013
H 0.41207 1.62554 1.72735 0.005

***

14
Properties=species:S:1:pos:R:3:mulliken_charge:R:1 method="wB97M-V/def2-TZVPD" e_homo_ev="-13.5365 / -13.5371" charge=+1 smiles="C=N/C=[N+](/N)NS" gap_ev="8.4 / 8.4"
C -1.19074 -0.20915 0.62140 0.233
C -0.07249 -1.99616 -0.31632 -0.280
N -0.69326 -1.41791 0.70597 -0.271
N -0.43498 0.72104 0.02723 0.897
N -0.62111 2.04933 0.09726 -0.909
N 0.67186 0.32085 -0.63013 -0.745
S 2.12760 0.26899 0.38893 0.000
H -2.10510 -0.08139 1.21420 0.401
H 0.48055 -3.01505 -0.15171 0.363
H -0.30695 -1.63325 -1.29784 0.304
H 0.21979 2.73915 -0.19601 0.315
H -1.19714 2.40908 0.80752 0.225
H 0.82856 0.86801 -1.45033 0.301
H 2.29343 -1.02353 0.17983 0.165

***

14
Properties=species:S:1:pos:R:3:mulliken_charge:R:1 method="wB97M-V/def2-TZVPD" e_homo_ev="-7.7438 / -7.7447" gap_ev="7.9 / 7.9"
C 0.82834 -0.88417 1.60072 -1.136
C 0.89969 -0.87232 0.11202 -0.291
N -2.08704 0.60642 -0.86522 -0.352
N -1.21647 -0.06995 -0.19092 -0.340
N -2.01917 1.78633 -1.31158 -0.350
N 0.42245 1.11189 -1.19223 -0.824
N 0.06604 0.18831 -0.43717 1.070
H 0.58437 -1.81682 1.91173 0.326
H 1.68162 -0.60341 2.07384 0.397
H 0.04669 -0.19899 2.03204 0.330
H 1.84303 -0.70779 -0.25028 0.440
H 0.42679 -1.82363 -0.15239 0.243
H -2.90473 2.21392 -1.73929 0.231
H 1.42838 1.07021 -1.59125 0.256

***

14
Properties=species:S:1:pos:R:3:mulliken_charge:R:1 method="wB97M-V/def2-TZVPD" e_homo_ev=-9.1534 smiles="[H]/N=N/N(CC)/N=N/[H]" gap_ev=9.4
C -1.28996 1.06356 0.54507 -0.849
C 0.17401 0.55085 1.01387 -0.564
N 1.87618 -0.25868 -1.99420 -0.592
N -0.70740 -2.01678 0.24981 -0.732
N 1.52893 0.33263 -0.93538 -0.308
N 0.08026 -1.40217 -0.53272 -0.065
N 0.55080 -0.22865 -0.17843 0.986
H -1.76391 0.11714 0.35348 0.279
H -1.64975 1.54956 1.52928 0.299
H -1.24129 1.65193 -0.38552 0.306
H 0.82915 1.35163 1.11057 0.378
H 0.13146 -0.11218 1.86323 0.348
H 2.41673 0.35730 -2.56527 0.257
H -0.93521 -2.95615 -0.07379 0.255

***

15
Properties=species:S:1:pos:R:3:mulliken_charge:R:1 method="wB97M-V/def2-TZVPD" e_homo_ev=-8.6012 gap_ev=9.2
C 0.72836 0.32103 -0.23215 0.477
C -2.49454 -0.50272 0.09207 -0.022
H 1.09396 2.37388 -0.34293 0.250
H 2.37685 1.43239 0.32506 0.214
H 0.79948 -1.53920 0.39302 0.315
H 3.33696 -1.14914 0.17463 0.360
H -1.50524 -0.93628 -1.49965 0.200
H -3.23183 -1.30560 -0.07695 0.349
H -2.01774 1.06245 1.02418 0.313
N 1.49907 1.44668 -0.15903 -0.362
N 1.47910 -0.89942 -0.07534 -0.154
N -0.55710 0.53879 -0.50308 -0.711
N -1.27655 -0.67588 -0.56351 -0.177
N -2.85513 0.47946 0.83474 -0.613
O 2.62435 -0.64644 0.60893 -0.440

***

15
Properties=species:S:1:pos:R:3:mulliken_charge:R:1 method="wB97M-V/def2-TZVPD" e_homo_ev=-7.9178 gap_ev=7.9
C -0.64717 0.48976 0.19586 0.312
C 2.09126 -1.53569 -0.26503 -0.389
H 0.82461 3.15913 -0.39207 0.277
H 1.59629 1.94028 1.23421 0.261
H -2.66151 0.97498 -0.32142 0.300
H -3.41416 -1.10249 0.45360 0.403
H -0.36051 -1.61966 0.02865 0.351
H 3.16673 -1.43158 -0.14690 0.276
H 1.58011 -2.32728 -1.07900 0.176
N 1.07329 2.01699 -0.09507 -0.546
N -0.32357 1.63556 -0.33997 -0.294
N -2.07258 0.30465 0.24301 -0.166
N 0.06996 -0.79724 0.43522 -0.017
N 1.39356 -0.58909 0.32978 -0.378
O -2.31630 -1.11831 -0.28087 -0.567

***

15
Properties=species:S:1:pos:R:3:mulliken_charge:R:1 method="wB97M-V/def2-TZVPD" e_homo_ev=-8.0210 gap_ev=8.2
C 0.49442 0.07058 -0.26206 0.559
C -0.67849 -2.46272 1.72561 -0.263
H 0.69109 2.87770 0.43391 0.240
H 2.89092 2.43135 -0.23604 0.285
H 0.46214 1.51930 -1.75521 0.412
H -2.26074 1.35173 -1.41040 0.136
H -1.17902 -1.27605 -0.28389 0.327
H -0.19262 -2.96201 2.68133 0.233
H -1.58471 -2.90691 1.20571 0.214
N 1.63615 2.01971 -0.32819 -0.650
N 1.55539 0.64561 0.25068 -0.448
N -0.03847 0.66649 -1.42560 -0.272
N -0.27771 -0.92811 0.14887 0.175
N 0.02547 -1.46096 1.32105 -0.659
S -1.54383 0.41428 -2.06577 -0.289

***

15
Properties=species:S:1:pos:R:3:lowdin_spin:R:1 method="wB97M-V/def2-TZVPD" e_homo_ev="-6.0099 / -8.7861" spin_multiplicity=3 gap_ev="6.9 / 6.5"
C 0.29054 -0.18220 -1.14342 0.046
C 1.48427 -0.67854 -0.21858 0.014
N 0.84306 -1.02944 1.04300 0.136
N -0.84323 -0.13403 -0.46006 0.338
N -0.11157 -0.25814 1.52810 0.571
N -1.97990 0.52848 -0.93236 0.163
N 0.22920 1.02274 1.64432 0.150
S 0.52751 0.39393 -2.73376 0.537
H 1.80652 -1.59677 -0.71132 -0.003
H 2.12687 0.22028 -0.27779 -0.001
H 0.47637 -1.93265 1.22759 0.003
H -2.74431 0.13918 -0.39859 0.005
H -2.22808 0.45378 -1.88330 0.013
H 0.39976 1.67734 0.90320 0.022
H -0.27702 1.37605 2.41298 0.006

***

11
Properties=species:S:1:pos:R:3:mulliken_charge:R:1 method="wB97M-V/def2-TZVPD" e_homo_ev=-8.3351 smiles="C=CN.O" gap_ev=9.2
C -1.12322 -1.02038 0.82838 -0.773
C -0.88642 0.03264 0.04664 0.228
N -1.25377 0.25200 -1.27295 -0.475
H -1.67467 -1.88536 0.48180 0.241
H -0.53533 -1.12752 1.73636 0.218
H -0.22072 0.80620 0.40149 0.132
H -1.99280 -0.29860 -1.68679 0.214
H -1.42907 1.21643 -1.48402 0.225
H 2.76392 0.34581 1.21467 0.318
H 2.50912 1.42526 0.10938 0.312
O 2.75126 0.50828 0.26210 -0.640

***

11
Properties=species:S:1:pos:R:3:mulliken_charge:R:1 method="wB97M-V/def2-TZVPD" e_homo_ev=-9.6032 smiles="C=NC.O" gap_ev=10.6
C 0.41164 -0.74094 -1.90251 -0.605
C -1.11588 -2.29693 -1.06382 -0.200
N -0.79668 -1.53532 -2.00461 -0.377
H 0.76088 -0.75943 -0.86215 0.303
H 0.13182 0.27605 -2.15209 0.214
H 1.15475 -1.00824 -2.64681 0.221
H -2.04676 -2.85559 -1.04768 0.257
H -0.48742 -2.35487 -0.16102 0.188
H 0.28333 3.20375 3.44294 0.323
H 0.73125 4.42040 4.46030 0.324
O 0.97309 3.65110 3.93744 -0.646

***

11
Properties=species:S:1:pos:R:3:mulliken_charge:R:1 method="wB97M-V/def2-TZVPD" e_homo_ev=-9.3567 smiles="C=CO.N" gap_ev=10.2
N 3.34134 -1.48001 -0.86447 -0.597
H 3.62177 -2.43495 -0.79051 0.200
H 2.33345 -1.47837 -0.77229 0.200
H 3.62873 -0.71162 -1.43952 0.198
C -2.09559 1.61901 0.10664 -0.749
C -2.16224 0.41050 0.64194 0.099
O -1.03062 -0.32163 0.97788 -0.485
H -3.00020 2.11281 -0.22426 0.247
H -1.34907 2.36954 0.30088 0.248
H -2.95365 -0.31576 0.67202 0.336
H -0.33393 0.23046 1.39168 0.301

***

11
Properties=species:S:1:pos:R:3:mulliken_charge:R:1 method="wB97M-V/def2-TZVPD" e_homo_ev=-7.3794 gap_ev=6.5
O 2.64092 0.11343 -0.78135 -1.035
H 2.66118 0.02778 -1.73870 0.195
C -0.97309 0.33202 -0.05868 -0.126
C -1.59752 -0.89122 0.01878 -0.611
N 0.34655 0.45862 0.54472 -0.323
H -1.47996 1.26020 -0.32319 0.307
H -1.35848 -1.93839 -0.18960 0.318
H -2.56255 -0.87666 0.55117 0.222
H 0.52672 0.17089 1.50177 0.353
H 1.09126 -0.06886 -0.05846 0.367
H 0.70497 1.41219 0.53353 0.333

***

11
Properties=species:S:1:pos:R:3:mulliken_charge:R:1 method="wB97M-V/def2-TZVPD" e_homo_ev=-8.6282 smiles="C=CO.N" gap_ev=9.4
N -1.96599 -0.33736 1.71101 -0.796
H -1.69630 0.48265 2.26291 0.246
H -2.51203 -0.96090 2.37536 0.248
H -2.66043 -0.01915 1.08509 0.232
C 1.87359 0.66571 -1.21630 -0.686
C 1.08435 -0.12364 -0.50179 0.005
O -0.29034 -0.18331 -0.62472 -0.476
H 2.76831 1.07701 -0.69428 0.221
H 1.49168 1.39386 -1.96976 0.251
H 1.58523 -0.85571 0.06383 0.298
H -0.63943 -0.54215 0.20610 0.457

***

11
Properties=species:S:1:pos:R:3:mulliken_charge:R:1 method="wB97M-V/def2-TZVPD" e_homo_ev=-9.6659 smiles=NCCO gap_ev=10.7
C -0.21350 0.87424 0.33900 -0.379
O 0.69248 1.76752 0.93622 -0.494
C 0.34943 -0.48899 -0.23582 -0.419
N -0.66735 -1.13751 -1.05906 -0.609
H -0.99627 0.93087 1.16265 0.308
H -0.50744 1.42705 -0.61938 0.231
H 1.27811 1.31712 1.50158 0.276
H 1.24163 -0.28664 -0.84271 0.304
H 0.68125 -1.13014 0.55614 0.333
H -1.46111 -1.17604 -0.47365 0.213
H -0.39722 -2.09747 -1.26498 0.236

***

12
Properties=species:S:1:pos:R:3:mulliken_charge:R:1 method="wB97M-V/def2-TZVPD" e_homo_ev=-9.9952 smiles="NC=O.CO" gap_ev=10.8
C -1.66769 -0.93480 -2.09917 -0.590
O -2.23983 -0.22488 -1.01604 -0.482
H -1.16415 -0.24389 -2.77810 0.227
H -2.43688 -1.47674 -2.63106 0.336
H -0.96175 -1.71192 -1.78755 0.207
H -3.18606 -0.39535 -1.02129 0.313
C 1.82935 0.60022 1.40686 0.069
N 1.60509 -0.11617 0.24204 -0.402
O 0.97196 1.09797 2.09419 -0.496
H 2.89916 0.72169 1.63933 0.331
H 0.63904 -0.18967 -0.04320 0.243
H 2.14102 -0.97136 0.23546 0.244

***

12
Properties=species:S:1:pos:R:3:mulliken_charge:R:1 method="wB97M-V/def2-TZVPD" e_homo_ev=-9.5797 smiles="NCC=O.O" gap_ev=10.4
O 0.45079 0.74602 -0.37074 -0.466
C 0.04713 -0.35523 -0.08106 0.048
C -0.91471 -1.12938 -0.95800 -0.342
N -2.03060 -1.53197 -0.12517 -0.509
H 0.28068 -0.82146 0.88985 0.337
H -1.18109 -0.56268 -1.85502 0.253
H -0.44191 -2.02383 -1.37029 0.302
H -2.77685 -0.87316 -0.01190 0.181
H -2.36621 -2.48042 -0.19391 0.196
H 2.29627 2.67802 1.13796 0.333
H 3.70193 2.96329 1.66516 0.311
O 2.93458 3.39080 1.27312 -0.643

***

12
Properties=species:S:1:pos:R:3:mulliken_charge:R:1 method="wB97M-V/def2-TZVPD" e_homo_ev=-9.7876 smiles="C=O.NCO" gap_ev=10.5
N 0.07710 -0.93598 1.42019 -0.516
C -0.37470 0.38692 1.15890 -0.147
O 0.48562 1.41859 1.80378 -0.553
H 0.99887 -1.11886 1.08152 0.238
H 0.01214 -1.14889 2.43332 0.246
H -0.30130 0.64598 0.10709 0.172
H -1.42115 0.58432 1.50627 0.270
H -0.02982 2.23319 1.83117 0.293
O -0.88306 -0.51991 -2.18795 -0.381
C 0.13005 -0.52113 -2.84293 -0.064
H 0.26770 0.08993 -3.75231 0.236
H 1.03854 -1.11417 -2.55906 0.208

***

13
Properties=species:S:1:pos:R:3:mulliken_charge:R:1 method="wB97M-V/def2-TZVPD" e_homo_ev="-7.7752 / -7.7764" gap_ev="8.0 / 8.1"
C -1.11588 0.67600 -0.26852 -1.087
C -0.00562 -0.27019 -0.05739 0.272
N 0.01558 -1.33056 0.65906 -0.248
O 2.38179 -1.06374 -0.00897 -0.587
O 2.13439 1.40867 0.84593 -0.562
S 1.79275 0.24548 -0.48367 0.433
H -0.80865 1.59995 -0.72077 0.318
H -1.80062 0.73390 0.59585 0.336
H -1.61561 0.14238 -1.09872 0.349
H 0.61253 -0.73426 -2.04753 0.007
H 0.88460 -1.76824 0.59831 0.262
H -0.85038 -1.67569 1.07273 0.195
H 3.06844 1.76904 0.76025 0.314

***

13
Properties=species:S:1:pos:R:3:mulliken_charge:R:1 method="wB97M-V/def2-TZVPD" e_homo_ev=-9.8559 gap_ev=10.2
C -0.34868 0.59788 1.86444 -0.302
C -0.96809 -0.58371 -0.01608 -0.766
N -0.25391 0.47376 0.68250 -0.152
O 2.25505 -0.12971 -0.55729 -0.441
O 1.67905 2.20130 -0.23087 -0.504
S 1.30719 0.93517 -0.78877 0.707
H 0.36016 1.14209 2.44733 0.264
H -0.08869 -1.26638 -2.76863 0.239
H -1.07818 0.04651 2.43810 0.283
H -2.04097 -0.65841 0.16120 0.419
H -0.90733 -0.35712 -1.10351 0.066
H -0.38089 -1.53317 0.12598 0.409
H 0.46530 -0.86820 -2.25441 -0.223

***

Here are the calculated energy above the lowest of the compared OMol25 structures with the same formula, charge and spin numbers, same order: 5.369; 4.060; 5.882; 4.352; 2.604; 9.519; 5.429; 0.000; 0.961; 1.349; 1.724; 4.727; 1.422; 1.212; 1.466; 1.642; 2.304; 5.143; 3.560 (eV).